## A
2 unconnected molecules or ions with the total composition C2H6S2. Source: OMol25; level of theory: ωB97M-V/def2-TZVPD.

XYZ file:
```
10
Properties=species:S:1:pos:R:3
C 2.13931 -0.22106 -0.65278
C -2.13465 0.11901 0.69421
S 1.57092 0.89020 0.63399
S -1.34925 1.10234 -0.59513
H 3.25268 -0.46809 -0.63211
H 2.12007 0.20811 -1.59132
H 1.50378 -1.10648 -0.59333
H -2.60735 0.70121 1.42083
H -1.57544 -0.67760 0.96869
H -2.92006 -0.54764 0.34695
```

Properties
HOMO (spin up / spin down) (Ha): -0.333 / -0.333
Molecular weight (g/mol): 94.20
Multiplicity: 1

Atom charges from the Mulliken analysis, given in e for atoms 1 to 8: atom 1 (C): -0.735, atom 2 (C): -0.837, atom 3 (S): -0.138, atom 4 (S): -0.123, atom 5 (H): 0.309, atom 6 (H): 0.313, atom 7 (H): 0.246, atom 8 (H): 0.316

---

## B
2 unconnected molecules or ions with the total composition C2H6S2. Source: OMol25; level of theory: ωB97M-V/def2-TZVPD.

XYZ file:
```
10
Properties=species:S:1:pos:R:3
C 3.50830 -0.98467 1.17259
S 2.66253 -1.06849 2.49542
H 4.52454 -0.55037 1.18777
H 3.04671 -1.16035 0.15734
C -1.54026 -1.27673 -0.83199
S -0.32106 -0.05549 -0.08696
H -2.13242 -1.88023 -0.07477
H -1.14099 -1.86933 -1.64375
H -2.30774 -0.61691 -1.37903
H 0.80880 -0.68313 0.22502
```

Properties
HOMO (Ha): -0.326
Molecular weight (g/mol): 94.20
Multiplicity: 1

Atom charges from the Mulliken analysis, given in e for atoms 1 to 8: atom 1 (C): -0.271, atom 2 (S): -0.168, atom 3 (H): 0.250, atom 4 (H): 0.221, atom 5 (C): -0.692, atom 6 (S): -0.107, atom 7 (H): 0.263, atom 8 (H): 0.288

---

Least stable: A

---

## A
C23H29N3O3 in the gas phase. Source: OMol25; level of theory: ωB97M-V/def2-TZVPD.

XYZ file:
```
58
Properties=species:S:1:pos:R:3
C -2.11830 -0.23719 1.88512
C -1.13790 0.72164 1.23047
C -1.78394 1.80016 0.33456
N -0.85980 1.94442 -0.79132
C -1.21409 2.11539 -2.09774
O -0.40078 1.98991 -3.00102
C -2.65947 2.47747 -2.36812
C -2.97795 2.44273 -3.85938
C -2.95205 1.02584 -4.44248
C -4.39023 0.52201 -4.26583
N -5.15579 1.75758 -4.32453
C -4.43147 2.87325 -4.02706
O -4.88000 3.99066 -3.87640
C 0.40652 1.29962 -0.47501
C -0.03084 0.09773 0.36306
N -0.40126 -1.04249 -0.48197
C -1.52240 -1.25677 -1.21216
O -2.51046 -0.53796 -1.22203
C -1.48703 -2.49640 -2.05382
C -2.48542 -3.67507 -1.96649
C -1.53707 -4.01016 -3.15506
C -1.57419 -5.21189 -4.02695
C -0.48382 -6.06928 -4.10947
C -0.52731 -7.19032 -4.92789
C -1.66438 -7.46317 -5.67220
C -2.75890 -6.61081 -5.59561
C -2.71302 -5.49339 -4.77835
C -0.36186 -3.54354 -2.25648
C -1.70337 -2.52366 -3.58628
H -2.72310 -0.75069 1.14013
H -1.59317 -0.98082 2.48750
H -2.79184 0.30732 2.54906
H -0.58986 1.23738 2.02501
H -2.76114 1.47284 -0.00393
H -1.89231 2.74457 0.87422
H -3.30286 1.76862 -1.84250
H -2.87087 3.46897 -1.95888
H -2.32044 3.12698 -4.39085
H -2.70400 1.06854 -5.50354
H -2.22676 0.38349 -3.94925
H -4.69035 -0.16381 -5.05875
H -4.51484 0.01471 -3.30345
H -6.16079 1.79475 -4.29086
H 0.92507 1.03583 -1.39242
H 1.04464 1.96215 0.11868
H 0.77917 -0.26414 0.99690
H 0.32494 -1.72523 -0.61944
H -2.40329 -4.31760 -1.08904
H -3.51956 -3.44187 -2.21710
H 0.40628 -5.85673 -3.52921
H 0.32892 -7.85014 -4.98393
H -1.69971 -8.33605 -6.31085
H -3.64903 -6.81899 -6.17523
H -3.56798 -4.82939 -4.72052
H 0.53483 -3.20197 -2.77750
H -0.12866 -4.18258 -1.40207
H -2.69304 -2.22452 -3.93109
H -0.90429 -2.10280 -4.19740
```

Properties
HOMO (Ha): -0.332
Molecular weight (g/mol): 395.50
Multiplicity: 1

Atom charges from the Mulliken analysis, given in e for atoms 1 to 8: atom 1 (C): -1.613, atom 2 (C): 0.198, atom 3 (C): -0.969, atom 4 (N): 0.097, atom 5 (C): 0.355, atom 6 (O): -0.694, atom 7 (C): -0.769, atom 8 (C): 0.592

---

## B
C23H29N3O3 in the gas phase. Source: OMol25; level of theory: ωB97M-V/def2-TZVPD.

XYZ file:
```
58
Properties=species:S:1:pos:R:3
C -0.24446 2.73823 0.53067
C 1.07483 2.03176 0.78347
O 1.03775 0.71824 0.21378
C 1.57665 -0.26677 0.92227
O 2.08507 -0.12079 2.00537
C 1.45823 -1.64859 0.27198
C 2.86381 -2.27958 0.26175
C 3.84444 -1.66885 -0.74702
C 4.14660 -0.22005 -0.48432
C 3.74560 0.76550 -1.37568
C 4.04157 2.09719 -1.13857
C 4.74185 2.46012 -0.00116
C 5.14693 1.48422 0.89400
C 4.85665 0.15527 0.65007
C 0.82255 -1.63276 -1.12773
C -0.67967 -1.94734 -1.07004
N -1.28487 -1.31716 0.07409
C -2.08305 -0.22927 0.07289
O -2.46762 0.27541 1.11441
C -2.49613 0.31951 -1.28522
C -3.53691 1.42482 -1.10520
C -4.77175 0.87008 -0.45999
C -5.44017 1.53008 0.57189
N -6.53288 1.03927 1.12710
C -6.97452 -0.12445 0.67087
C -6.31655 -0.79050 -0.35106
N -5.22669 -0.29329 -0.91438
C -0.82486 -1.84052 1.35050
C 0.56483 -2.46475 1.22695
H -1.06150 2.17744 0.97763
H -0.42195 2.83612 -0.53757
H -0.21054 3.72907 0.97484
H 1.27426 1.93708 1.85530
H 1.90884 2.56512 0.31483
H 3.27817 -2.17726 1.26610
H 2.76168 -3.34580 0.04401
H 3.45836 -1.78132 -1.76146
H 4.77591 -2.23888 -0.68356
H 3.20194 0.49012 -2.26906
H 3.72655 2.85178 -1.84578
H 4.97127 3.49895 0.18674
H 5.69374 1.76043 1.78322
H 5.18186 -0.60080 1.34929
H 0.97500 -0.65495 -1.58194
H 1.30115 -2.38416 -1.75751
H -0.83152 -3.02876 -0.97696
H -1.16237 -1.62462 -1.98968
H -2.94690 -0.47844 -1.87628
H -1.61578 0.70605 -1.80150
H -3.13804 2.22822 -0.48622
H -3.80034 1.83209 -2.08523
H -5.08541 2.47335 0.96351
H -7.86638 -0.51856 1.13793
H -6.66050 -1.74171 -0.73588
H -1.54080 -2.58496 1.72190
H -0.81659 -1.00855 2.06007
H 1.02658 -2.49254 2.21419
H 0.49611 -3.48951 0.85737
```

Properties
HOMO (Ha): -0.332
Molecular weight (g/mol): 395.50
Multiplicity: 1

Atom charges from the Mulliken analysis, given in e for atoms 1 to 8: atom 1 (C): -1.148, atom 2 (C): -0.246, atom 3 (O): 0.156, atom 4 (C): -0.597, atom 5 (O): -0.636, atom 6 (C): 3.001, atom 7 (C): -1.739, atom 8 (C): -1.336

---

Least stable: A

---

## A
A molecular structure, CH5NOS. Source: OMol25; level of theory: ωB97M-V/def2-TZVPD.

XYZ file:
```
9
Properties=species:S:1:pos:R:3
C 1.02468 -1.16070 -0.49076
N -1.35046 0.95486 -0.37731
O 1.86361 1.33714 -0.12810
S 0.81652 0.36367 0.15915
H 1.65429 -1.28899 -1.28570
H 0.12265 -1.58420 -0.65477
H -1.88262 1.27677 0.48318
H -1.14974 1.68619 -1.06312
H 0.80243 0.19122 1.52641
```

Properties
HOMO (spin up / spin down) (Ha): -0.320 / -0.319
Molecular weight (g/mol): 79.12
Multiplicity: 1

Atom charges from the Mulliken analysis, given in e for atoms 1 to 8: atom 1 (C): -0.760, atom 2 (N): -0.636, atom 3 (O): -0.522, atom 4 (S): 0.560, atom 5 (H): 0.338, atom 6 (H): 0.354, atom 7 (H): 0.230, atom 8 (H): 0.245

---

## B
2 unconnected molecules or ions with the total composition CH5NOS. Source: OMol25; level of theory: ωB97M-V/def2-TZVPD.

XYZ file:
```
9
Properties=species:S:1:pos:R:3
C -1.76587 -1.29215 0.06869
N 2.40277 0.99828 0.14252
O -2.23052 1.33527 -0.22697
S -1.86926 0.22281 0.70663
H -1.91687 -1.50795 -0.97096
H -1.73121 -2.14682 0.76786
H 1.51594 1.06503 -0.32148
H 3.20981 1.36636 -0.34027
H 2.38521 -0.04083 0.17397
```

Properties
HOMO (Ha): -0.369
Molecular weight (g/mol): 79.12
Multiplicity: 1

Atom charges from the Mulliken analysis, given in e for atoms 1 to 8: atom 1 (C): -0.452, atom 2 (N): -0.635, atom 3 (O): -0.492, atom 4 (S): 0.384, atom 5 (H): 0.287, atom 6 (H): 0.269, atom 7 (H): 0.208, atom 8 (H): 0.216

---

## C
2 unconnected molecules or ions with the total composition CH5NOS. Source: OMol25; level of theory: ωB97M-V/def2-TZVPD.

XYZ file:
```
9
Properties=species:S:1:pos:R:3
N 1.26090 -0.89674 1.41530
C 0.89262 0.30043 0.88209
O 0.68993 1.31420 1.50514
H 1.05919 -0.99642 2.40001
H 1.07656 -1.69981 0.83219
H 0.78369 0.29368 -0.21143
S -2.02826 0.09468 -1.84974
H -2.32440 0.30779 -3.13448
H -1.41024 1.28219 -1.83908
```

Properties
HOMO (Ha): -0.364
Molecular weight (g/mol): 79.12
Multiplicity: 1

Atom charges from the Mulliken analysis, given in e for atoms 1 to 8: atom 1 (N): -0.415, atom 2 (C): 0.193, atom 3 (O): -0.524, atom 4 (H): 0.243, atom 5 (H): 0.254, atom 6 (H): 0.247, atom 7 (S): -0.297, atom 8 (H): 0.148

---

Least stable: A

---

## A
2 unconnected molecules or ions with the total composition C4H10NO3. Source: OMol25; level of theory: ωB97M-V/def2-TZVPD.

XYZ file:
```
18
Properties=species:S:1:pos:R:3
C 1.95866 -0.15187 1.41786
C 2.32543 -1.41964 0.96515
C -1.45760 2.06323 -0.05863
C -0.20659 -0.30926 -0.37770
N -1.62713 0.55981 -0.34725
O 1.72810 0.87374 1.80908
O 0.30117 -0.11477 -1.58820
O -0.66545 -1.64424 -0.27428
H 2.37134 -1.57471 -0.17298
H 3.17171 -1.75774 1.48392
H 1.46442 -2.00793 1.41950
H -2.38222 2.57476 -0.21369
H -1.16828 2.20650 0.98365
H -0.66162 2.32614 -0.69591
H -1.92380 0.60547 -1.26669
H -2.30416 0.18557 0.39863
H -0.29241 -0.46045 -2.29961
H -0.63158 -1.95462 -1.18284
```

Properties
Total charge: +1
HOMO (Ha): -0.424
Molecular weight (g/mol): 120.13
Multiplicity: 1

Atom charges from the Mulliken analysis, given in e for atoms 1 to 8: atom 1 (C): 0.687, atom 2 (C): -0.696, atom 3 (C): -0.827, atom 4 (C): -0.409, atom 5 (N): -0.168, atom 6 (O): -0.076, atom 7 (O): -0.374, atom 8 (O): -0.424

---

## B
2 unconnected molecules or ions with the total composition C4H10NO3. Source: OMol25; level of theory: ωB97M-V/def2-TZVPD.

XYZ file:
```
18
Properties=species:S:1:pos:R:3
C 2.73450 0.19480 0.32460
C 2.60599 -1.25646 0.16353
C -1.63050 1.90532 -0.14374
C -0.39080 -0.31638 0.02839
N -1.65772 0.48732 0.35496
O 2.64453 1.33811 0.54070
O -0.40077 -0.37961 -1.32596
O -0.39654 -1.51041 0.73854
H 1.55112 -1.49706 0.27379
H 2.92913 -1.40304 -0.83639
H 3.29581 -1.84969 0.71032
H -0.82403 2.10170 -0.80878
H -2.55378 2.18440 -0.54284
H -1.48434 2.62136 0.76328
H -2.37749 0.02430 -0.14860
H -2.06310 0.51923 1.32958
H -0.85242 -1.12029 -1.69495
H -1.12960 -2.04361 0.27357
```

Properties
Total charge: +1
HOMO (Ha): -0.391
Molecular weight (g/mol): 120.13
Multiplicity: 1

Atom charges from the Mulliken analysis, given in e for atoms 1 to 8: atom 1 (C): 0.739, atom 2 (C): -0.550, atom 3 (C): -0.789, atom 4 (C): -0.856, atom 5 (N): -0.021, atom 6 (O): -0.106, atom 7 (O): -0.311, atom 8 (O): -0.437

---

## C
A gas-phase ion, C4H10NO3 (charge +1). Source: OMol25; level of theory: ωB97M-V/def2-TZVPD.

XYZ file:
```
18
Properties=species:S:1:pos:R:3
N -1.00799 -0.39641 0.97941
C 0.00900 0.56582 0.40290
C 0.72822 -0.11128 -0.79222
C -0.19765 -0.31617 -1.96633
O -1.15629 -1.31931 -1.59075
C 0.93721 1.11116 1.45326
O 1.36516 2.21081 1.47906
O 1.24120 0.13684 2.34756
H -1.40187 -0.90427 0.15135
H -1.74241 0.05597 1.51785
H -0.48770 -1.08160 1.52459
H -0.57391 1.39954 0.03429
H 1.51304 0.60003 -1.05282
H 1.17450 -0.97486 -0.34025
H -0.68886 0.62947 -2.21610
H 0.40250 -0.71501 -2.77653
H -1.88405 -1.42747 -2.21307
H 1.76989 0.53674 3.05780
```

Properties
Total charge: +1
HOMO (Ha): -0.554
Molecular weight (g/mol): 120.13
Multiplicity: 1

Atom charges from the Mulliken analysis, given in e for atoms 1 to 8: atom 1 (N): -0.219, atom 2 (C): -0.040, atom 3 (C): -0.771, atom 4 (C): -0.366, atom 5 (O): -0.587, atom 6 (C): 0.136, atom 7 (O): -0.443, atom 8 (O): -0.456

---

## D
A gas-phase ion, C4H10NO3 (charge +1). Source: OMol25; level of theory: ωB97M-V/def2-TZVPD.

XYZ file:
```
18
Properties=species:S:1:pos:R:3
N 0.01578 -1.03438 1.26635
C 0.37466 -0.47702 -0.15043
C 1.81215 0.02163 -0.47615
O 2.00816 1.33162 -0.07508
C -0.47816 0.83681 -0.58974
C -1.92354 0.60736 -0.39738
O -2.88175 1.29229 -0.25421
O -2.21336 -0.70426 -0.25302
H 0.48177 -1.97111 1.35961
H -0.99613 -1.26168 1.25544
H 0.15767 -0.37541 1.98058
H 0.22997 -1.34161 -0.84975
H 2.03133 0.08287 -1.59483
H 2.58212 -0.61038 0.01752
H 2.29998 1.55294 0.85200
H -0.37934 1.22034 -1.68867
H 0.10112 1.69171 -0.09129
H -3.22243 -0.86170 -0.31096
```

Properties
Total charge: +1
HOMO (Ha): -0.523
Molecular weight (g/mol): 120.13
Multiplicity: 1

Atom charges from the Mulliken analysis, given in e for atoms 1 to 8: atom 1 (N): -0.240, atom 2 (C): -0.029, atom 3 (C): -0.575, atom 4 (O): -0.555, atom 5 (C): -0.573, atom 6 (C): 0.502, atom 7 (O): -0.527, atom 8 (O): -0.573

---

Least stable: B

---

## A
2 unconnected molecules or ions with the total composition C3H5N. Source: OMol25; level of theory: ωB97M-V/def2-TZVPD.

XYZ file:
```
9
Properties=species:S:1:pos:R:3
C -2.51137 0.63036 0.18094
C -2.44015 -0.54640 0.05892
C 1.37791 -0.89856 0.33367
N 0.99357 0.17130 -0.39239
H -2.78616 1.64586 0.48859
H 0.21374 -0.04131 -1.05593
H -2.48732 -1.66732 0.01231
H 2.20955 -0.76184 1.00925
H 1.34497 1.06003 -0.22732
```

Properties
HOMO (spin up / spin down) (Ha): -0.221 / -0.389
Molecular weight (g/mol): 55.08
Multiplicity: 3

Atom charges from the Mulliken analysis, given in e for atoms 1 to 8: atom 1 (C): -0.207, atom 2 (C): -0.441, atom 3 (C): -0.341, atom 4 (N): -0.319, atom 5 (H): 0.319, atom 6 (H): 0.204, atom 7 (H): 0.334, atom 8 (H): 0.272

---

## B
2 unconnected molecules or ions with the total composition C3H5N. Source: OMol25; level of theory: ωB97M-V/def2-TZVPD.

XYZ file:
```
9
Properties=species:S:1:pos:R:3
C -0.68544 -0.06033 -0.09700
C 0.42154 -0.79742 0.03897
C 0.65782 0.70614 0.21416
N -1.91710 -0.01385 -0.27141
H 0.65818 -1.49975 0.84239
H 1.65948 -1.79551 -1.54929
H 0.84049 1.41599 -0.56634
H 0.60106 1.22226 1.22923
H -2.23604 0.82248 0.15928
```

Properties
HOMO (spin up / spin down) (Ha): -0.294 / -0.358
Molecular weight (g/mol): 55.08
Multiplicity: 3

Atom charges from the Mulliken analysis, given in e for atoms 1 to 8: atom 1 (C): 0.562, atom 2 (C): -0.628, atom 3 (C): -0.443, atom 4 (N): -0.554, atom 5 (H): 0.258, atom 6 (H): 0.049, atom 7 (H): 0.260, atom 8 (H): 0.225

---

Least stable: B

---

## A
H2P2S4 in the gas phase. Source: OMol25; level of theory: ωB97M-V/def2-TZVPD.

XYZ file:
```
8
Properties=species:S:1:pos:R:3
S 1.57143 -3.03143 1.61493
P 1.05969 -1.02319 0.66074
S -0.81335 -0.24825 1.28280
P -1.24728 0.05379 -0.85867
S -1.03301 2.16574 -0.83844
S 0.75763 -0.61578 -1.42942
H 1.71851 0.29214 1.11451
H -2.01361 2.40698 -1.54644
```

Properties
HOMO (Ha): -0.326
Molecular weight (g/mol): 192.23
Multiplicity: 1

In elementary charge units, the Mulliken charges are: atom 1 (S): -0.346, atom 2 (P): 0.235, atom 3 (S): -0.139, atom 4 (P): 0.227, atom 5 (S): -0.160, atom 6 (S): -0.133, atom 7 (H): 0.175, atom 8 (H): 0.141

---

## B
2 unconnected molecules or ions with the total composition H2P2S4. Source: OMol25; level of theory: ωB97M-V/def2-TZVPD.

XYZ file:
```
8
Properties=species:S:1:pos:R:3
P 1.44447 2.32303 0.59439
P 0.82495 0.07890 -1.35012
S -1.46675 -1.84003 0.31653
S -0.39278 1.66186 -0.98908
S 1.91643 -0.02762 0.33894
S 0.78893 2.54447 2.37186
H -1.38314 -1.57636 -1.11745
H -1.73210 -3.16426 -0.16508
```

Properties
HOMO (Ha): -0.319
Molecular weight (g/mol): 192.23
Multiplicity: 1

In elementary charge units, the Mulliken charges are: atom 1 (P): 0.266, atom 2 (P): 0.260, atom 3 (S): -0.284, atom 4 (S): -0.181, atom 5 (S): -0.137, atom 6 (S): -0.231, atom 7 (H): 0.138, atom 8 (H): 0.170

---

Least stable: A